(1)
13
Properties=species:S:1:pos:R:3 method="wB97M-V/def2-TZVPD" homo_ha=-0.3266 homo_lumo_gap_ev=10.153 total_charge=0 de_lowest_kj_mol=462.99 energy_ha=-228.47231 fmax_ev_per_a=4.72
H -1.89 1.30 0.23
H 0.86 0.55 -1.43
N 2.24 -0.57 -0.21
N 1.93 0.68 0.49
H 2.51 1.43 0.13
H -0.54 -0.39 1.42
H -2.85 -0.18 0.27
H -2.00 0.26 -1.21
H 2.16 -1.36 0.43
H -0.76 -1.56 0.07
C 1.05 0.12 -0.46
C -0.78 -0.53 0.38
C -1.93 0.27 -0.12


(2)
20
Properties=species:S:1:pos:R:3 method="wB97M-V/def2-TZVPD" homo_ha="-0.2536 / -0.2857" homo_lumo_gap_ev="7.885 / 8.746" total_charge=0 de_lowest_kj_mol=287.19 energy_ha=-336.10989 fmax_ev_per_a=4.43
H -0.44 1.87 -2.29
H -0.11 -1.25 2.76
H 1.12 1.70 -1.54
H 1.20 -1.63 1.67
F 1.51 1.33 1.55
H -2.31 0.56 -0.18
H -2.38 -0.29 -1.58
H 1.51 -0.46 -1.70
C -0.33 0.13 -1.05
H -0.09 2.14 -0.51
H -1.69 -1.05 0.00
C 0.05 1.56 -1.37
C 0.50 0.45 1.74
H 1.38 -0.89 3.28
C -1.76 -0.25 -0.69
H 0.18 -1.51 -2.22
H 0.73 -1.46 -0.57
C 0.59 -0.97 -1.42
C 0.81 -0.94 2.38
H -0.46 0.93 1.73


(3)
10
Properties=species:S:1:pos:R:3 method="wB97M-V/def2-TZVPD" homo_ha="-0.2375 / -0.3314" homo_lumo_gap_ev="7.193 / 6.453" total_charge=0 spin_multiplicity=3 de_lowest_kj_mol=0.00 energy_ha=-1216.78509 fmax_ev_per_a=3.38
P 2.73 -0.79 0.08
C 1.10 0.19 0.14
S -0.31 -0.91 0.25
H -2.76 -0.19 0.15
H 3.55 0.45 0.23
S 0.97 1.83 0.18
H -1.60 1.19 -0.37
H 2.72 -0.83 -1.44
H -1.50 0.60 1.24
C -1.70 0.33 0.28


(4)
20
Properties=species:S:1:pos:R:3 method="wB97M-V/def2-TZVPD" homo_ha=-0.2897 homo_lumo_gap_ev=8.654 total_charge=0 smiles="C/C=C/NCC.O" de_lowest_kj_mol=286.52 energy_ha=-328.20971 fmax_ev_per_a=3.57
H 0.43 -1.64 -1.63
H -2.09 -1.99 -1.20
C 1.04 -0.88 -1.09
C 0.72 -0.46 0.14
H -0.61 -0.14 1.53
C -2.29 -1.57 -0.24
H 1.55 -0.27 0.85
H 0.99 3.19 1.45
H -1.55 -0.07 -1.45
H 3.22 -0.24 -0.82
H -1.75 -2.05 0.55
H -3.26 -1.45 0.09
O 0.23 3.38 2.16
H -0.58 2.86 1.83
H 2.98 -1.95 -1.42
H 2.71 -0.57 -2.52
N -0.50 0.09 0.48
C -1.69 -0.18 -0.37
C 2.55 -0.90 -1.42
H -2.31 0.65 -0.07


(5)
13
Properties=species:S:1:pos:R:3 method="wB97M-V/def2-TZVPD" homo_ha="-0.1272 / -0.1272" homo_lumo_gap_ev="9.200 / 7.695" total_charge=-2 spin_multiplicity=2 energy_ha=-2432.31353 fmax_ev_per_a=6.73
O 1.50 1.61 -1.43
Zr -0.19 -0.27 1.44
O -1.82 0.84 -2.32
O 1.78 -0.37 -1.64
Cl 0.40 -2.65 0.88
Cl -2.45 -0.98 2.60
O 1.68 0.44 0.35
N 1.86 0.61 -0.96
Cl 1.48 -0.19 3.53
C -1.48 -0.10 -1.65
O -1.28 -0.11 -0.45
O -0.94 -1.06 -2.32
Cl -0.55 2.23 1.97


(6)
59
Properties=species:S:1:pos:R:3 method="wB97M-V/def2-TZVPD" homo_ha="-0.2453 / -0.2409" homo_lumo_gap_ev="6.999 / 5.684" total_charge=0 spin_multiplicity=3 energy_ha=-3536.54995 fmax_ev_per_a=1.11
H 1.44 1.94 2.15
C -2.36 -2.10 2.76
C -1.83 3.62 -2.05
H -0.85 1.93 4.64
H -1.31 3.90 -1.14
Ni -0.19 0.18 -0.21
C -1.86 2.25 -2.41
C -1.24 1.29 -1.60
H 0.82 4.02 6.09
C -0.46 2.94 4.72
C -1.49 -1.59 1.83
N 0.61 -1.34 0.79
H 0.81 -0.45 -3.11
C -2.46 4.58 -2.81
C -0.65 -3.51 3.54
C -0.32 2.52 2.24
H 1.02 -1.82 -2.01
H -0.74 1.71 -0.68
C 1.87 2.55 4.91
H 2.17 4.01 3.49
C -1.96 -3.08 3.66
H 2.86 0.24 0.43
H 2.43 -1.15 -2.87
N 1.66 3.13 3.57
C 0.67 3.00 5.74
C 0.23 -3.00 2.60
H 1.89 1.46 4.83
C -3.14 4.22 -3.97
C 1.97 -1.71 0.49
N 1.69 0.03 -1.26
H -3.64 4.97 -4.57
C -0.13 -1.98 1.70
C -3.18 2.88 -4.36
H 0.49 2.36 6.60
F 1.49 -3.51 2.59
H 1.55 1.70 -2.52
C 0.22 3.36 3.39
C 2.23 1.28 -1.78
F -1.94 -0.64 0.95
H -2.43 5.62 -2.50
H -3.70 2.59 -5.26
C 1.48 -0.90 -2.38
C 2.61 -0.56 -0.28
H 0.00 4.40 3.15
F -0.20 -4.47 4.37
H -1.36 0.22 -1.78
H 3.53 -0.88 -0.77
H -2.63 -3.49 4.39
H 2.58 -1.89 1.38
H 2.02 -2.63 -0.11
H 2.83 2.86 5.32
H 2.33 2.00 -0.96
C -2.54 1.93 -3.60
O -1.45 2.56 1.85
H -1.30 3.60 4.96
O 0.60 1.71 1.69
H 3.21 1.14 -2.25
Cl -2.59 0.27 -4.14
F -3.62 -1.64 2.79


(7)
20
Properties=species:S:1:pos:R:3 method="wB97M-V/def2-TZVPD" homo_ha=-0.2881 homo_lumo_gap_ev=8.169 total_charge=0 de_lowest_kj_mol=524.21 energy_ha=-386.12050 fmax_ev_per_a=2.30
C 1.31 -0.83 0.20
O 1.79 -1.78 -0.33
H 2.75 0.61 0.80
O 0.39 0.18 -0.92
H 2.28 -0.56 2.05
H -0.07 -1.02 0.65
H -2.44 -2.02 -0.37
H 0.24 1.87 -2.07
H 1.18 0.78 1.63
C -1.06 -0.46 0.10
C -1.66 -1.43 -0.86
C 0.55 1.58 -1.06
H -0.89 -2.11 -1.24
C 1.91 0.07 1.24
H -2.79 0.51 0.78
H -2.08 -0.91 -1.72
H 1.60 1.86 -0.93
C -1.71 0.45 0.84
H -1.22 1.11 1.54
H -0.06 2.11 -0.33


(8)
19
Properties=species:S:1:pos:R:3 method="wB97M-V/def2-TZVPD" homo_ha=-0.5369 homo_lumo_gap_ev=11.350 total_charge=+1 de_lowest_kj_mol=229.95 energy_ha=-576.82543 fmax_ev_per_a=4.14
H -0.10 2.27 2.35
C 0.09 2.33 1.31
H -1.48 -0.80 -2.68
H 1.97 0.42 2.72
H 2.88 0.35 1.29
H -1.08 -1.97 0.11
P 0.64 0.74 0.66
H 0.91 2.92 1.31
H 1.39 0.39 -1.94
C -0.17 -0.33 -0.51
C 0.80 0.40 -1.09
C 1.91 -0.05 1.66
H -0.88 -2.44 -2.34
H -2.63 -1.94 -2.24
C -1.59 -1.71 -2.06
H 1.70 -1.10 1.52
H -0.75 2.58 0.69
C -1.29 -1.19 -0.64
H -2.31 -0.86 -0.13


Repeat the third record exactly.
10
Properties=species:S:1:pos:R:3 method="wB97M-V/def2-TZVPD" homo_ha="-0.2375 / -0.3314" homo_lumo_gap_ev="7.193 / 6.453" total_charge=0 spin_multiplicity=3 de_lowest_kj_mol=0.00 energy_ha=-1216.78509 fmax_ev_per_a=3.38
P 2.73 -0.79 0.08
C 1.10 0.19 0.14
S -0.31 -0.91 0.25
H -2.76 -0.19 0.15
H 3.55 0.45 0.23
S 0.97 1.83 0.18
H -1.60 1.19 -0.37
H 2.72 -0.83 -1.44
H -1.50 0.60 1.24
C -1.70 0.33 0.28


What did the fifth record say?
13
Properties=species:S:1:pos:R:3 method="wB97M-V/def2-TZVPD" homo_ha="-0.1272 / -0.1272" homo_lumo_gap_ev="9.200 / 7.695" total_charge=-2 spin_multiplicity=2 energy_ha=-2432.31353 fmax_ev_per_a=6.73
O 1.50 1.61 -1.43
Zr -0.19 -0.27 1.44
O -1.82 0.84 -2.32
O 1.78 -0.37 -1.64
Cl 0.40 -2.65 0.88
Cl -2.45 -0.98 2.60
O 1.68 0.44 0.35
N 1.86 0.61 -0.96
Cl 1.48 -0.19 3.53
C -1.48 -0.10 -1.65
O -1.28 -0.11 -0.45
O -0.94 -1.06 -2.32
Cl -0.55 2.23 1.97